Record 1
Here is a structure of composition C34H33N2O5SV from the OMol25 dataset. Energies are from ωB97M-V/def2-TZVPD.

Results
E_HOMO (spin up / spin down): -8.78 / -8.97 eV
HOMO-LUMO gap (spin up / spin down): 6.02 / 6.20 eV
2S+1: 2
Net charge: +1

CARTESIAN COORDINATES (ANGSTROEM)
V (-0.937, -0.182, -1.002)
O (2.320, -2.605, -0.118)
C (1.412, -1.814, -0.638)
O (0.943, -0.824, -0.054)
C (0.961, -2.113, -1.986)
C (1.519, -2.985, -2.921)
C (0.996, -3.025, -4.194)
C (-0.077, -2.181, -4.507)
C (-0.597, -1.361, -3.536)
N (-0.103, -1.343, -2.276)
C (-1.747, -0.415, -3.682)
O (-2.477, -0.389, -4.649)
O (-1.925, 0.310, -2.593)
H (2.563, -2.301, 0.778)
H (2.365, -3.593, -2.634)
H (1.415, -3.681, -4.942)
H (-0.510, -2.151, -5.498)
C (-2.185, 1.844, -0.051)
C (-2.919, 1.547, 1.098)
C (-2.284, 1.443, 2.322)
C (-0.912, 1.661, 2.421)
C (-0.173, 1.958, 1.291)
C (-0.802, 2.026, 0.045)
H (-2.682, 2.017, -0.997)
H (-3.992, 1.418, 1.032)
H (-2.856, 1.208, 3.209)
H (-0.426, 1.591, 3.383)
H (0.891, 2.135, 1.361)
H (-0.234, 2.342, -0.831)
O (0.707, -0.904, 3.218)
S (1.928, -0.116, 2.883)
C (3.246, -1.320, 2.698)
C (2.992, -2.633, 3.069)
C (3.987, -3.586, 2.885)
C (5.208, -3.222, 2.339)
C (5.446, -1.904, 1.965)
C (4.460, -0.946, 2.135)
C (2.482, 0.636, 4.410)
C (1.909, 0.226, 5.601)
C (2.317, 0.832, 6.780)
C (3.280, 1.829, 6.757)
C (3.838, 2.237, 5.552)
C (3.432, 1.645, 4.367)
H (2.026, -2.884, 3.487)
H (3.804, -4.612, 3.170)
H (5.978, -3.967, 2.197)
H (6.397, -1.627, 1.532)
H (4.632, 0.078, 1.828)
H (1.153, -0.548, 5.589)
H (1.880, 0.524, 7.720)
H (3.593, 2.298, 7.680)
H (4.580, 3.024, 5.535)
H (3.848, 1.974, 3.423)
C (-5.881, -2.827, -1.323)
N (-4.855, -2.025, -2.042)
C (-4.794, -0.632, -1.517)
C (-3.496, -2.724, -2.063)
C (-2.843, -2.810, -0.720)
C (-3.087, -3.959, 0.042)
C (-2.537, -4.117, 1.301)
C (-1.754, -3.091, 1.816)
C (-1.517, -1.959, 1.053)
C (-2.004, -1.785, -0.253)
H (-6.821, -2.282, -1.334)
H (-5.535, -2.973, -0.303)
H (-5.989, -3.785, -1.825)
H (-5.137, -1.963, -3.021)
H (-4.469, -0.685, -0.481)
H (-5.792, -0.206, -1.592)
H (-4.075, -0.069, -2.108)
H (-2.920, -2.176, -2.800)
H (-3.714, -3.714, -2.469)
H (-3.705, -4.751, -0.369)
H (-2.713, -5.021, 1.866)
H (-1.323, -3.164, 2.806)
H (-0.891, -1.199, 1.519)

These are the Mulliken partial charges, in e, on atoms 1 to 4: atom 1 (V): -0.092, atom 2 (O): -0.543, atom 3 (C): 0.618, atom 4 (O): -0.540

***

Record 2
Here is a structure of composition C34H33N5O3S5W from the OMol25 dataset. Energies are from ωB97M-V/def2-TZVPD.

Results
E_HOMO (spin up / spin down): -13.26 / -13.26 eV
HOMO-LUMO gap (spin up / spin down): 6.47 / 6.47 eV
Net charge: +2

CARTESIAN COORDINATES (ANGSTROEM)
W (-0.067, 0.274, 0.168)
C (3.545, -0.741, 1.102)
C (4.007, -0.498, -0.322)
S (2.741, -1.064, -1.460)
C (2.733, 0.219, -2.689)
C (2.422, 1.601, -2.128)
S (0.109, 2.840, -1.163)
C (2.413, 2.632, 0.205)
C (2.805, 1.906, 1.498)
S (2.136, 0.240, 1.669)
H (4.342, -0.516, 1.814)
H (3.268, -1.788, 1.255)
H (4.930, -1.048, -0.505)
H (4.209, 0.560, -0.488)
H (1.999, -0.093, -3.426)
H (3.701, 0.240, -3.190)
H (1.986, 2.159, -2.950)
H (3.379, 2.094, -1.955)
H (1.866, 3.528, 0.496)
H (3.323, 2.993, -0.277)
H (2.445, 2.445, 2.370)
H (3.884, 1.799, 1.611)
C (-0.765, -1.185, -3.737)
C (-1.246, -0.274, -2.663)
N (-0.349, 0.484, -2.046)
N (-0.939, 1.487, -1.251)
C (1.591, 1.809, -0.825)
S (-0.327, 2.144, 1.378)
S (0.079, 3.434, -3.115)
C (-1.019, 4.929, -2.984)
C (-1.667, 5.134, -1.650)
C (-1.103, 6.004, -0.724)
C (-1.682, 6.169, 0.526)
C (-2.830, 5.463, 0.857)
C (-3.396, 4.590, -0.062)
C (-2.815, 4.424, -1.311)
C (-2.626, -0.253, -2.271)
C (-3.693, -0.345, -3.180)
C (-4.987, -0.392, -2.718)
C (-5.228, -0.400, -1.339)
C (-4.192, -0.368, -0.428)
C (-2.882, -0.291, -0.891)
O (-1.888, -0.394, 0.012)
H (0.315, -1.299, -3.716)
H (-1.263, -2.153, -3.698)
H (-1.024, -0.732, -4.700)
H (-0.399, 5.777, -3.261)
H (-1.761, 4.758, -3.762)
H (-0.215, 6.568, -0.987)
H (-1.243, 6.857, 1.236)
H (-3.294, 5.609, 1.824)
H (-4.299, 4.049, 0.188)
H (-3.265, 3.750, -2.031)
H (-3.496, -0.323, -4.244)
H (-5.814, -0.430, -3.413)
H (-6.247, -0.446, -0.977)
H (-4.376, -0.410, 0.637)
O (2.502, -5.755, 2.961)
N (1.547, -5.434, 3.641)
O (1.104, -6.036, 4.587)
C (0.898, -4.153, 3.282)
C (0.349, -3.429, 4.270)
C (-0.250, -2.159, 3.966)
C (-1.014, -1.428, 4.899)
C (-1.640, -0.291, 4.476)
C (-1.426, 0.178, 3.169)
N (-0.633, -0.438, 2.310)
C (-0.126, -1.636, 2.688)
C (0.425, -2.451, 1.642)
N (0.331, -1.943, 0.387)
C (0.435, -2.777, -0.630)
C (0.816, -4.118, -0.468)
C (1.099, -4.585, 0.784)
C (0.863, -3.744, 1.902)
H (0.336, -3.819, 5.279)
H (-1.135, -1.796, 5.910)
H (-2.288, 0.276, 5.130)
H (-1.888, 1.093, 2.831)
H (0.253, -2.380, -1.617)
H (0.905, -4.749, -1.341)
H (1.458, -5.593, 0.930)

These are the Mulliken partial charges, in e, on atoms 1 to 4: atom 1 (W): 0.960, atom 2 (C): -1.133, atom 3 (C): -0.681, atom 4 (S): 0.043

***

Record 3
Here is a structure of composition C34H34As2N3O15Zr from the OMol25 dataset. Energies are from ωB97M-V/def2-TZVPD.

Results
E_HOMO: -11.56 eV
HOMO-LUMO gap: 7.71 eV
Net charge: +1

CARTESIAN COORDINATES (ANGSTROEM)
Zr (-0.423, 0.377, -0.638)
O (1.691, 2.118, 1.917)
C (0.992, 1.134, 1.908)
N (-0.341, 1.080, 1.422)
C (-1.192, 2.125, 1.685)
O (-1.010, 3.077, 2.410)
C (-2.532, 1.955, 0.980)
C (-3.541, 2.881, 1.173)
C (-4.756, 2.652, 0.546)
C (-4.913, 1.513, -0.234)
C (-3.835, 0.659, -0.396)
N (-2.664, 0.881, 0.198)
C (1.480, -0.212, 2.346)
C (2.515, -0.312, 3.263)
C (2.873, -1.584, 3.687)
C (2.198, -2.676, 3.170)
C (1.196, -2.468, 2.228)
N (0.842, -1.257, 1.825)
H (-3.357, 3.730, 1.815)
H (-5.577, 3.345, 0.670)
H (-5.854, 1.290, -0.718)
H (-3.903, -0.233, -1.006)
H (3.002, 0.580, 3.630)
H (3.665, -1.716, 4.413)
H (2.443, -3.682, 3.481)
H (0.670, -3.299, 1.774)
O (2.619, -1.988, -0.641)
C (1.885, -1.338, -1.317)
O (1.470, -0.088, -0.974)
C (1.269, -1.816, -2.627)
C (0.899, -0.642, -3.527)
C (0.568, -1.100, -4.942)
C (-0.814, -1.762, -4.757)
C (-1.036, -1.599, -3.259)
O (-0.428, -0.299, -2.986)
C (-0.130, -2.529, -2.453)
C (-0.609, -2.635, -1.013)
O (-0.531, -3.626, -0.350)
O (-1.130, -1.481, -0.549)
H (1.991, -2.492, -3.081)
H (1.553, 0.222, -3.443)
H (0.520, -0.248, -5.619)
H (1.328, -1.781, -5.321)
H (-1.588, -1.241, -5.318)
H (-0.839, -2.810, -5.051)
H (-2.073, -1.579, -2.932)
H (-0.093, -3.536, -2.863)
C (4.643, 3.151, -0.012)
O (4.425, 2.224, -1.086)
C (3.426, 2.425, -1.937)
O (3.186, 1.640, -2.819)
C (2.546, 3.632, -1.772)
C (2.721, 4.818, -2.355)
As (1.418, 6.305, -2.522)
C (1.698, 6.500, -4.464)
C (-0.214, 5.175, -2.722)
C (-0.274, 3.914, -2.281)
As (0.877, 3.264, -0.860)
C (0.778, 4.731, 0.416)
C (-1.246, 2.890, -2.696)
O (-1.513, 1.904, -1.990)
O (-1.699, 3.009, -3.907)
C (-2.687, 2.068, -4.380)
C (-1.447, 5.840, -3.287)
O (-2.554, 5.378, -3.201)
O (-1.165, 7.015, -3.844)
C (-2.298, 7.773, -4.317)
C (4.046, 5.231, -2.917)
O (4.367, 6.389, -3.008)
O (4.806, 4.203, -3.276)
C (6.124, 4.531, -3.760)
H (5.518, 2.778, 0.511)
H (3.792, 3.156, 0.671)
H (4.847, 4.152, -0.390)
H (2.696, 6.907, -4.600)
H (0.964, 7.203, -4.839)
H (1.605, 5.547, -4.982)
H (1.498, 5.505, 0.157)
H (0.995, 4.320, 1.397)
H (-0.231, 5.139, 0.409)
H (-3.319, 2.631, -5.058)
H (-3.261, 1.670, -3.548)
H (-2.171, 1.268, -4.906)
H (-1.900, 8.743, -4.593)
H (-3.039, 7.861, -3.527)
H (-2.736, 7.275, -5.180)
H (6.567, 3.585, -4.048)
H (6.700, 5.005, -2.968)
H (6.049, 5.205, -4.611)

These are the Mulliken partial charges, in e, on atoms 1 to 4: atom 1 (Zr): 0.729, atom 2 (O): -0.523, atom 3 (C): 0.566, atom 4 (N): -0.267

***

What energy relative to the best compared isomer or geometry (same formula, charge and spin) values result from the calculations? In sequence: 0.00, 5.18, 38.45 kcal/mol.
What energy values result from the calculations? In sequence: -3143.110702, -3872.318964, -7127.491144 hartree.
What strongest force on any atom values result from the calculations? In sequence: 0.716, 3.334, 1.055 eV Å⁻¹.